[1]
{
  "formula": "C5H10NO2",
  "method": "ωB97M-V with the def2-TZVPD basis set",
  "elements": ["C", "N", "C", "O", "C", "C", "C", "O", "H", "H", "H", "H", "H", "H", "H", "H", "H", "H"],
  "coordinates": [[0.14, -0.84, 0.28], [0.17, -1.98, -0.56], [-1.02, -2.62, -0.59], [-2.01, -2.51, 0.14], [0.25, 0.54, -0.37], [0.66, 1.48, 0.78], [0.51, 0.95, 2.14], [-0.69, 1.52, -3.08], [-0.67, -0.84, 1.00], [1.07, -0.86, 0.93], [-0.75, 1.73, -4.03], [-1.03, -3.35, -1.42], [-0.68, 0.79, -0.89], [0.96, 0.51, -1.21], [1.61, 0.94, 0.95], [0.68, 2.50, 0.37], [-0.46, 1.03, 2.66], [1.27, 1.00, 2.91]],
  "total_charge": -1,
  "homo_ev": -2.809,
  "orbital_gap_ev": 3.1,
  "de_lowest_kcal_mol": 212.0,
  "spin_multiplicity": 1
}

---

[2]
{
  "formula": "C6H8FN",
  "method": "ωB97M-V with the def2-TZVPD basis set",
  "elements": ["C", "C", "C", "C", "C", "C", "N", "F", "H", "H", "H", "H", "H", "H", "H", "H"],
  "coordinates": [[-0.36, 2.16, -0.17], [1.06, 2.03, -0.16], [-1.25, 1.19, -0.15], [1.45, 0.77, -0.13], [-0.92, -0.25, -0.03], [1.00, -1.84, -0.25], [0.56, -0.50, 0.07], [2.76, 0.40, -0.04], [-0.64, 3.30, -0.28], [1.79, 2.79, -0.23], [-2.25, 1.49, -0.39], [-1.49, -0.74, 0.90], [-1.41, -0.87, -0.81], [2.03, -1.76, -0.12], [0.52, -2.53, 0.51], [0.67, -2.36, -1.23]],
  "total_charge": 0,
  "homo_ev": -7.730,
  "orbital_gap_ev": 8.7,
  "smiles": "CN1CC=CC=C1F",
  "de_lowest_kcal_mol": 55.6,
  "spin_multiplicity": 1
}

---

[3]
{
  "formula": "C14H18N2O4",
  "method": "ωB97M-V with the def2-TZVPD basis set",
  "elements": ["C", "C", "C", "C", "C", "C", "C", "C", "C", "C", "C", "C", "C", "C", "H", "H", "H", "H", "H", "H", "H", "H", "H", "H", "H", "H", "H", "H", "H", "H", "H", "H", "N", "N", "O", "O", "O", "O"],
  "coordinates": [[-0.06, 3.47, 0.42], [0.44, 2.09, 0.03], [0.64, 3.91, 1.75], [-0.63, 4.03, 2.81], [-1.78, 3.50, 2.01], [-0.29, -0.06, -1.01], [-1.58, -0.51, -1.66], [0.25, -1.14, -0.09], [0.76, -2.43, -0.71], [2.06, -2.74, -1.00], [-0.16, -3.53, -0.67], [2.36, -4.04, -1.53], [0.15, -4.90, -0.96], [1.40, -5.16, -1.66], [-1.75, 4.30, 0.13], [0.33, 4.04, -0.31], [1.23, 4.73, 1.63], [1.43, 3.18, 2.22], [-0.69, 5.03, 2.80], [-0.63, 3.65, 3.78], [-2.62, 4.23, 1.99], [-2.14, 2.54, 2.51], [-1.57, 1.54, -0.03], [0.45, 0.05, -1.80], [-0.65, -1.52, 0.64], [1.12, -0.68, 0.37], [2.82, -1.96, -0.88], [-1.24, -3.32, -0.63], [3.39, -4.25, -1.67], [-0.61, -5.64, -0.92], [2.80, -6.36, -1.98], [-2.34, -0.47, 0.03], [-1.41, 3.48, 0.54], [-0.57, 1.18, -0.11], [1.62, 1.84, -0.22], [-1.71, -1.18, -2.72], [1.79, -6.30, -2.14], [-2.62, -0.61, -0.95]],
  "total_charge": 0,
  "homo_ev": -8.283,
  "orbital_gap_ev": 8.7,
  "smiles": "O=C(O)[C@H](Cc1ccc(O)cc1)NC(=O)[C@@H]1CCCN1",
  "de_lowest_kcal_mol": 114.0,
  "spin_multiplicity": 1
}

---

[4]
{
  "formula": "C48H128O16",
  "method": "ωB97M-V with the def2-TZVPD basis set",
  "elements": ["C", "C", "C", "O", "H", "H", "H", "H", "H", "H", "H", "H", "C", "C", "C", "O", "H", "H", "H", "H", "H", "H", "H", "H", "C", "C", "C", "O", "H", "H", "H", "H", "H", "H", "H", "H", "C", "C", "C", "O", "H", "H", "H", "H", "H", "H", "H", "H", "C", "C", "C", "O", "H", "H", "H", "H", "H", "H", "H", "H", "C", "C", "C", "O", "H", "H", "H", "H", "H", "H", "H", "H", "C", "C", "C", "O", "H", "H", "H", "H", "H", "H", "H", "H", "C", "C", "C", "O", "H", "H", "H", "H", "H", "H", "H", "H", "C", "C", "C", "O", "H", "H", "H", "H", "H", "H", "H", "H", "C", "C", "C", "O", "H", "H", "H", "H", "H", "H", "H", "H", "C", "C", "C", "O", "H", "H", "H", "H", "H", "H", "H", "H", "C", "C", "C", "O", "H", "H", "H", "H", "H", "H", "H", "H", "C", "C", "C", "O", "H", "H", "H", "H", "H", "H", "H", "H", "C", "C", "C", "O", "H", "H", "H", "H", "H", "H", "H", "H", "C", "C", "C", "O", "H", "H", "H", "H", "H", "H", "H", "H", "C", "C", "C", "O", "H", "H", "H", "H", "H", "H", "H", "H"],
  "coordinates": [[-2.47, -3.13, 2.27], [-2.95, -4.58, 2.24], [-3.69, -5.01, 3.52], [-3.79, -4.80, 1.13], [-3.33, -2.46, 2.19], [-1.77, -2.91, 1.47], [-2.00, -2.89, 3.23], [-2.07, -5.23, 2.23], [-3.81, -6.09, 3.59], [-4.68, -4.56, 3.58], [-3.14, -4.66, 4.40], [-4.37, -4.05, 0.96], [-3.16, 4.15, 0.35], [-3.90, 2.96, -0.30], [-5.40, 3.23, -0.48], [-3.33, 2.76, -1.58], [-3.50, 5.06, -0.15], [-2.08, 4.01, 0.29], [-3.37, 4.32, 1.41], [-3.81, 2.04, 0.29], [-5.62, 3.93, -1.28], [-5.83, 3.58, 0.45], [-5.88, 2.29, -0.76], [-2.37, 2.62, -1.49], [-0.97, 0.17, -0.45], [0.47, 0.52, -0.19], [0.78, 0.65, 1.28], [1.27, -0.53, -0.76], [-1.13, 0.13, -1.53], [-1.63, 0.97, -0.11], [-1.28, -0.77, 0.00], [0.75, 1.43, -0.73], [1.75, 1.15, 1.36], [0.78, -0.34, 1.75], [0.06, 1.18, 1.89], [2.18, -0.50, -0.41], [4.83, 0.22, 2.48], [4.72, -0.86, 1.42], [4.29, -2.22, 1.96], [3.79, -0.50, 0.41], [3.88, 0.33, 3.01], [5.15, 1.19, 2.09], [5.53, -0.05, 3.27], [5.74, -0.93, 1.00], [5.03, -2.66, 2.64], [4.16, -2.92, 1.14], [3.33, -2.19, 2.48], [3.85, 0.46, 0.28], [1.74, 3.59, -2.75], [0.27, 3.89, -2.89], [-0.16, 4.27, -4.31], [-0.48, 2.73, -2.46], [2.15, 2.87, -3.46], [1.95, 3.15, -1.77], [2.35, 4.50, -2.75], [0.00, 4.69, -2.20], [-1.24, 4.41, -4.35], [0.12, 3.57, -5.09], [0.24, 5.26, -4.57], [-0.16, 2.01, -3.03], [-3.35, 0.75, 4.94], [-2.48, 0.73, 3.67], [-2.56, 2.07, 2.95], [-1.13, 0.54, 4.06], [-3.08, -0.02, 5.66], [-4.41, 0.71, 4.70], [-3.25, 1.70, 5.47], [-2.79, -0.07, 2.99], [-2.22, 2.01, 1.91], [-2.05, 2.85, 3.50], [-3.60, 2.41, 2.87], [-1.10, -0.23, 4.65], [2.46, 5.93, 0.91], [1.67, 4.90, 1.69], [0.38, 4.54, 0.93], [2.49, 3.73, 1.80], [2.37, 5.96, -0.18], [3.53, 5.94, 1.11], [2.09, 6.91, 1.25], [1.45, 5.24, 2.70], [-0.41, 5.27, 1.17], [-0.05, 3.58, 1.21], [0.48, 4.54, -0.15], [2.01, 3.10, 2.37], [0.80, -3.88, 1.15], [1.10, -4.01, -0.35], [1.05, -5.46, -0.84], [0.20, -3.22, -1.12], [0.63, -2.82, 1.37], [1.65, -4.18, 1.76], [-0.07, -4.47, 1.42], [2.10, -3.61, -0.52], [1.92, -6.00, -0.45], [1.09, -5.50, -1.93], [0.16, -5.97, -0.48], [0.42, -2.30, -0.88], [-4.20, -0.87, -0.62], [-5.58, -1.43, -0.43], [-6.28, -1.85, -1.71], [-5.50, -2.51, 0.52], [-3.48, -1.62, -0.94], [-3.82, -0.42, 0.30], [-4.18, -0.09, -1.38], [-6.16, -0.63, 0.04], [-7.13, -2.51, -1.54], [-5.63, -2.36, -2.42], [-6.67, -0.99, -2.27], [-6.41, -2.66, 0.82], [1.03, -2.08, 4.14], [0.31, -2.66, 5.35], [1.10, -2.57, 6.66], [-0.91, -1.93, 5.52], [1.17, -1.00, 4.22], [0.42, -2.19, 3.24], [1.97, -2.60, 3.95], [0.10, -3.72, 5.14], [0.51, -2.93, 7.50], [1.36, -1.54, 6.90], [2.05, -3.10, 6.62], [-1.50, -2.48, 6.05], [0.29, 3.22, 6.00], [1.44, 2.87, 5.06], [2.21, 1.64, 5.54], [0.89, 2.58, 3.76], [-0.26, 4.05, 5.57], [0.68, 3.52, 6.98], [-0.32, 2.34, 6.23], [2.11, 3.72, 4.92], [2.86, 1.91, 6.37], [2.80, 1.21, 4.73], [1.53, 0.90, 5.97], [0.34, 1.78, 3.83], [-3.30, 2.51, -6.07], [-4.36, 2.23, -4.99], [-4.15, 0.81, -4.46], [-4.40, 3.22, -4.01], [-2.28, 2.42, -5.69], [-3.40, 3.50, -6.50], [-3.44, 1.74, -6.84], [-5.38, 2.20, -5.41], [-3.94, 0.08, -5.24], [-4.98, 0.45, -3.85], [-3.24, 0.81, -3.84], [-4.00, 2.95, -3.15], [1.86, -1.58, -4.42], [1.77, -0.05, -4.55], [1.17, 0.33, -5.89], [0.89, 0.41, -3.54], [2.45, -1.86, -3.54], [2.45, -2.02, -5.23], [0.87, -2.03, -4.44], [2.76, 0.39, -4.39], [0.28, -0.28, -6.10], [1.79, 0.17, -6.77], [0.89, 1.38, -5.81], [1.02, -0.07, -2.71], [-2.80, -4.70, -2.74], [-1.98, -4.00, -3.81], [-2.09, -2.47, -3.74], [-0.62, -4.40, -3.67], [-2.72, -5.78, -2.83], [-3.86, -4.43, -2.89], [-2.55, -4.38, -1.73], [-2.38, -4.31, -4.77], [-1.90, -2.08, -4.74], [-1.40, -2.06, -3.01], [-3.12, -2.20, -3.49], [-0.38, -4.16, -2.77], [5.18, -2.03, -1.96], [4.99, -3.53, -1.82], [4.30, -4.14, -3.00], [6.29, -4.13, -1.74], [4.23, -1.49, -1.92], [5.68, -1.78, -2.89], [5.74, -1.61, -1.12], [4.43, -3.76, -0.91], [4.51, -5.20, -3.07], [4.58, -3.65, -3.94], [3.23, -3.96, -2.95], [6.67, -4.03, -0.87], [5.85, 3.42, -0.03], [4.77, 2.87, -0.94], [5.34, 1.88, -1.95], [3.74, 2.25, -0.19], [5.45, 3.89, 0.87], [6.44, 4.15, -0.59], [6.56, 2.65, 0.30], [4.33, 3.70, -1.51], [6.03, 2.33, -2.66], [4.53, 1.49, -2.57], [5.78, 1.02, -1.44], [3.41, 2.89, 0.47]],
  "total_charge": 0,
  "homo_ev": -9.213,
  "orbital_gap_ev": 9.5,
  "de_lowest_kcal_mol": 0.0,
  "spin_multiplicity": 1
}

---

[5]
{
  "formula": "C31H45BMnN6S5",
  "method": "ωB97M-V with the def2-TZVPD basis set",
  "elements": ["Mn", "C", "C", "C", "C", "N", "N", "B", "N", "N", "C", "C", "C", "C", "C", "S", "C", "C", "C", "C", "N", "N", "C", "C", "C", "C", "C", "S", "C", "C", "C", "C", "C", "S", "C", "C", "C", "C", "H", "H", "H", "H", "H", "H", "H", "H", "H", "H", "H", "H", "H", "H", "H", "H", "H", "H", "H", "H", "H", "H", "H", "H", "H", "H", "H", "H", "H", "H", "H", "H", "H", "H", "H", "H", "H", "H", "H", "C", "C", "S", "C", "C", "S", "H", "H", "H", "H", "H", "H"],
  "coordinates": [[0.15, -0.01, 0.26], [-5.08, -0.07, 0.72], [-4.29, 0.63, -0.34], [-4.86, 1.36, -1.33], [-4.06, 2.00, -2.32], [-2.77, 1.87, -2.34], [-2.19, 1.13, -1.35], [-0.66, 0.91, -1.43], [-0.23, 0.13, -2.72], [-0.10, 0.87, -3.83], [0.34, 0.28, -4.91], [0.59, -1.11, -4.92], [0.45, -1.86, -3.79], [0.75, -3.33, -3.74], [0.06, -1.17, -2.62], [0.03, -1.93, -1.08], [0.57, 1.18, -6.13], [-0.76, 1.82, -6.53], [1.15, 0.40, -7.30], [1.56, 2.29, -5.72], [0.21, 2.24, -1.36], [-0.40, 3.41, -1.57], [0.27, 4.52, -1.40], [1.62, 4.49, -1.00], [2.26, 3.31, -0.81], [3.68, 3.23, -0.35], [1.50, 2.13, -1.00], [2.15, 0.54, -0.70], [-0.51, 5.80, -1.72], [-0.64, 5.89, -3.25], [0.23, 7.03, -1.20], [-1.90, 5.72, -1.08], [-2.87, 0.53, -0.36], [-2.06, -0.35, 0.86], [-4.75, 2.86, -3.37], [-5.70, 1.98, -4.20], [-3.75, 3.53, -4.30], [-5.56, 3.96, -2.65], [-6.15, 0.13, 0.60], [-4.92, -1.14, 0.68], [-4.78, 0.26, 1.71], [-5.93, 1.46, -1.36], [0.94, -1.59, -5.83], [1.04, -3.70, -4.72], [1.56, -3.52, -3.03], [-0.11, -3.89, -3.39], [-1.49, 1.06, -6.82], [-1.16, 2.39, -5.70], [-0.60, 2.49, -7.38], [0.47, -0.39, -7.65], [1.30, 1.08, -8.14], [2.11, -0.06, -7.07], [1.16, 2.88, -4.89], [2.52, 1.87, -5.42], [1.74, 2.95, -6.57], [2.15, 5.42, -0.83], [4.11, 4.23, -0.26], [3.73, 2.73, 0.61], [4.29, 2.65, -1.05], [0.34, 6.04, -3.72], [-1.08, 4.98, -3.66], [-1.28, 6.74, -3.52], [1.20, 7.17, -1.69], [-0.37, 7.92, -1.43], [0.37, 7.00, -0.12], [-2.44, 4.84, -1.42], [-1.83, 5.68, 0.01], [-2.47, 6.61, -1.35], [-5.14, 1.19, -4.72], [-6.47, 1.50, -3.59], [-6.21, 2.58, -4.95], [-3.13, 2.79, -4.80], [-4.28, 4.11, -5.05], [-3.09, 4.20, -3.75], [-6.35, 3.54, -2.02], [-4.91, 4.58, -2.03], [-6.04, 4.60, -3.39], [1.11, -0.74, 4.83], [0.77, -0.23, 3.45], [0.85, -1.34, 2.19], [0.40, 1.12, 3.28], [0.26, 2.05, 4.45], [0.10, 1.83, 1.76], [1.40, -1.78, 4.79], [0.25, -0.65, 5.50], [1.93, -0.16, 5.27], [0.60, 1.60, 5.38], [-0.78, 2.34, 4.57], [0.84, 2.96, 4.28]],
  "total_charge": 1,
  "homo_ev": [-9.747, -10.556],
  "orbital_gap_ev": [6.1, 6.6],
  "de_lowest_kcal_mol": 0.0,
  "spin_multiplicity": 5
}

---

[6]
{
  "formula": "C46H59Br2NNiOP2Si",
  "method": "ωB97M-V with the def2-TZVPD basis set",
  "elements": ["Ni", "C", "Si", "C", "C", "C", "C", "C", "C", "P", "C", "C", "C", "C", "C", "C", "C", "C", "C", "C", "C", "C", "C", "C", "C", "C", "C", "C", "P", "C", "C", "C", "C", "C", "C", "C", "C", "C", "C", "C", "C", "H", "H", "H", "H", "H", "H", "H", "H", "H", "H", "H", "H", "H", "H", "H", "H", "H", "H", "H", "H", "H", "H", "H", "H", "H", "H", "H", "H", "H", "H", "H", "H", "H", "H", "H", "H", "H", "H", "H", "H", "H", "H", "H", "H", "H", "H", "H", "H", "H", "H", "H", "H", "H", "H", "H", "Br", "C", "C", "C", "Br", "C", "C", "C", "C", "N", "C", "C", "O", "H", "H", "H", "H"],
  "coordinates": [[0.04, -0.10, -0.22], [0.39, 3.10, 1.41], [0.07, 2.13, -0.16], [1.46, 2.72, -1.29], [1.62, 4.06, -1.68], [2.74, 4.47, -2.38], [3.74, 3.56, -2.69], [3.61, 2.23, -2.30], [2.48, 1.81, -1.59], [2.13, 0.08, -1.11], [2.80, -0.88, -2.54], [2.29, -0.38, -3.89], [2.87, -1.22, -5.04], [2.55, -2.70, -4.85], [3.06, -3.20, -3.50], [2.49, -2.38, -2.35], [3.23, -0.49, 0.28], [2.95, 0.25, 1.60], [3.74, 1.56, 1.74], [5.24, 1.31, 1.60], [5.54, 0.66, 0.24], [4.74, -0.63, 0.07], [-1.64, 2.73, -0.69], [-2.06, 4.05, -0.51], [-3.39, 4.42, -0.68], [-4.34, 3.45, -1.00], [-3.94, 2.13, -1.18], [-2.59, 1.77, -1.06], [-1.94, 0.08, -1.37], [-3.36, -1.05, -1.02], [-4.45, -1.22, -2.08], [-5.65, -1.96, -1.47], [-5.23, -3.14, -0.56], [-3.80, -3.57, -0.86], [-2.81, -2.44, -0.57], [-1.69, 0.05, -3.20], [-1.50, -1.42, -3.66], [-1.64, -1.56, -5.19], [-1.19, -0.29, -5.93], [-2.05, 0.93, -5.52], [-2.69, 0.74, -4.13], [0.84, 4.06, 1.13], [1.09, 2.59, 2.08], [-0.54, 3.30, 1.96], [0.84, 4.78, -1.45], [2.83, 5.51, -2.69], [4.63, 3.88, -3.22], [4.39, 1.53, -2.56], [3.89, -0.75, -2.52], [2.53, 0.68, -4.04], [1.21, -0.46, -3.90], [3.96, -1.08, -5.07], [2.47, -0.85, -5.99], [3.00, -3.29, -5.67], [1.47, -2.85, -4.91], [4.16, -3.13, -3.49], [2.81, -4.25, -3.36], [2.89, -2.74, -1.40], [1.41, -2.51, -2.29], [2.82, -1.50, 0.39], [3.22, -0.41, 2.43], [1.88, 0.45, 1.69], [3.52, 2.01, 2.71], [3.42, 2.27, 0.97], [5.57, 0.63, 2.40], [5.79, 2.24, 1.71], [6.60, 0.45, 0.15], [5.28, 1.38, -0.54], [5.10, -1.34, 0.83], [4.97, -1.10, -0.90], [-1.35, 4.81, -0.21], [-3.70, 5.45, -0.54], [-5.38, 3.71, -1.09], [-4.69, 1.39, -1.41], [-3.82, -0.56, -0.15], [-4.06, -1.80, -2.92], [-4.78, -0.27, -2.49], [-6.29, -2.32, -2.28], [-6.25, -1.25, -0.90], [-5.92, -3.97, -0.68], [-5.29, -2.84, 0.49], [-3.72, -3.89, -1.90], [-3.53, -4.44, -0.25], [-1.85, -2.65, -1.05], [-2.60, -2.41, 0.50], [-0.74, 0.59, -3.30], [-2.23, -2.07, -3.18], [-0.53, -1.78, -3.32], [-2.68, -1.76, -5.45], [-1.07, -2.42, -5.54], [-1.25, -0.45, -7.01], [-0.14, -0.10, -5.71], [-2.83, 1.11, -6.26], [-1.43, 1.83, -5.50], [-3.60, 0.13, -4.22], [-3.00, 1.71, -3.74], [0.76, -5.09, -0.20], [0.39, -3.93, 1.24], [0.34, -4.43, 2.55], [0.07, -3.61, 3.60], [0.08, -4.34, 5.36], [-0.21, -2.25, 3.39], [-0.56, -1.31, 4.40], [-0.88, -0.03, 4.05], [-0.85, 0.35, 2.70], [-0.49, -0.47, 1.75], [-0.17, -1.76, 2.07], [0.21, -2.58, 0.95], [0.35, -2.05, -0.22], [0.53, -5.48, 2.72], [-0.58, -1.63, 5.43], [-1.16, 0.69, 4.81], [-1.13, 1.35, 2.40]],
  "total_charge": 0,
  "homo_ev": [-7.011, -7.012],
  "orbital_gap_ev": [7.2, 7.2],
  "spin_multiplicity": 1
}

---

| no. | E_tot (a.u.) |
| --- | --- |
| 1 | -401.48905 |
| 2 | -387.94957 |
| 3 | -954.62993 |
| 4 | -3109.50862 |
| 5 | -4703.50558 |
| 6 | -9546.92371 |